Entry 1:
The following is a quantum chemistry calculation of a gas-phase ion, C11H7O4 (charge -1) in a non-equilibrium geometry, from OMol25.

Output
charge: -1
multiplicity: 1
frontier orbital gap (spin up / spin down): 0.24742 / 0.24721 Eh
energy above the lowest of the compared OMol25 structures with the same formula, charge and spin: 0.0194 eV
max |F|: 4.4 eV Å⁻¹
E_tot: -19709.794 eV

Each line ends with the natural charge from an NBO analysis.
CARTESIAN COORDINATES (ANGSTROEM)
C 1.175 -2.853 -0.098  -0.20
C -0.156 -3.018 -0.443  -0.24
C 1.617 -1.585 0.068  -0.21
C -0.963 -1.874 -0.648  -0.16
C 0.818 -0.423 0.027  -0.05
C -0.581 -0.608 -0.233  -0.17
C 1.469 0.931 0.185  0.36
C -3.121 0.210 0.127  0.78
C -1.483 0.485 -0.115  0.34
C 0.548 2.007 0.225  0.18
C 0.940 3.464 0.403  -0.67
O -3.681 1.142 0.693  -0.70
O 2.738 1.104 0.179  -0.74
O -3.448 -0.903 -0.265  -0.73
O -0.850 1.656 0.090  -0.39
H 1.886 -3.760 -0.184  0.20
H -0.550 -3.949 -0.736  0.20
H 2.629 -1.363 0.213  0.23
H -2.070 -2.116 -0.798  0.28
H 0.879 4.073 -0.467  0.21
H 2.074 3.493 0.624  0.26
H 0.132 3.887 1.152  0.22

=====

Entry 2:
The following is a quantum chemistry calculation of a molecular structure, C11H8BrN3SSe4TeV, from OMol25.

Output
charge: -2
multiplicity: 4
frontier orbital gap (spin up / spin down): 0.15466 / 0.16066 Eh
energy above the lowest of the compared OMol25 structures with the same formula, charge and spin: 0.1381 eV
max |F|: 0.3 eV Å⁻¹
E_tot: -391256.912 eV

Each line ends with the Mulliken spin population.
CARTESIAN COORDINATES (ANGSTROEM)
V -0.997 1.219 -0.290  2.94
S -0.423 1.112 2.266  -0.01
C 1.142 1.122 1.548  0.00
C 2.364 1.121 2.248  -0.01
C 3.546 1.153 1.543  0.01
C 3.527 1.190 0.147  0.00
C 2.296 1.191 -0.480  0.02
N 1.151 1.148 0.198  -0.03
H 2.348 1.104 3.330  0.00
H 4.492 1.157 2.074  0.00
H 4.439 1.234 -0.433  0.00
H 2.189 1.241 -1.559  0.00
Se -0.672 0.892 -2.901  0.00
Se -0.915 2.948 -4.005  0.02
Te 0.110 4.614 -2.379  0.02
Se -0.765 3.890 -0.151  0.00
Br -0.869 -5.639 0.044  0.00
C -0.917 -3.740 -0.070  0.02
C -1.923 -3.039 0.566  -0.01
C -1.910 -1.658 0.459  0.02
N -0.982 -0.994 -0.232  -0.03
C -0.024 -1.692 -0.843  0.02
C 0.055 -3.074 -0.790  -0.01
H -2.697 -3.538 1.129  0.00
H -2.670 -1.054 0.936  0.00
H 0.699 -1.112 -1.405  0.01
H 0.848 -3.601 -1.301  0.00
Se -6.021 0.728 0.460  0.02
C -4.276 0.987 0.067  0.07
N -3.145 1.089 -0.175  -0.06

=====

Entry 3:
The following is a quantum chemistry calculation of a molecular structure, C11H8Cl32IO6PS in a non-equilibrium geometry, from OMol25.

Output
multiplicity: 1
frontier orbital gap: 0.35738 Eh
max |F|: 4.0 eV Å⁻¹
E_tot: -452762.429 eV

Each line ends with the natural charge from an NBO analysis.
CARTESIAN COORDINATES (ANGSTROEM)
C 0.706 -1.096 -0.538  -0.65
C -0.301 -0.548 -1.646  -0.34
I 0.436 1.330 -2.521  0.09
C -0.330 -1.593 -2.831  -0.13
O -1.612 -2.270 -2.937  -0.69
S -1.946 -3.145 -1.562  1.72
O -2.499 -4.432 -2.060  -0.87
O -3.201 -2.412 -0.689  -0.94
P -4.188 -1.430 -1.618  2.45
O -3.702 -0.008 -1.761  -1.09
O -5.642 -1.376 -0.795  -0.96
O -4.513 -2.050 -3.119  -0.97
H 0.833 -2.198 -0.640  0.21
H 1.686 -0.610 -0.687  0.23
H 0.257 -0.891 0.456  0.23
H -1.280 -0.426 -1.135  0.26
H 0.529 -2.308 -2.819  0.20
H -0.227 -1.025 -3.789  0.23
H -6.339 -1.094 -1.404  0.51
H -4.122 -1.424 -3.751  0.53
C -7.705 -4.186 -4.120  -0.22
Cl -9.075 -4.614 -3.079  0.06
Cl -7.702 -2.432 -4.402  0.04
Cl -6.192 -4.657 -3.330  0.08
Cl -7.852 -5.033 -5.670  0.06
C 4.944 0.678 1.664  -0.22
Cl 4.342 -0.868 2.288  0.06
Cl 6.423 0.404 0.725  0.06
Cl 3.708 1.409 0.621  0.06
Cl 5.296 1.765 3.020  0.06
C 5.260 5.855 1.103  -0.22
Cl 6.418 5.708 2.438  0.05
Cl 3.818 6.720 1.664  0.05
Cl 6.006 6.753 -0.233  0.05
Cl 4.799 4.237 0.547  0.05
C -1.505 -7.900 -1.821  -0.22
Cl -1.546 -7.433 -0.111  0.05
Cl -0.931 -9.572 -1.964  0.05
Cl -3.134 -7.774 -2.507  0.06
Cl -0.408 -6.822 -2.701  0.05
C 6.760 6.234 6.811  -0.22
Cl 8.428 6.622 6.354  0.06
Cl 6.192 4.854 5.854  0.05
Cl 6.700 5.823 8.535  0.05
Cl 5.720 7.635 6.500  0.06
C -0.575 2.283 2.019  -0.22
Cl -1.708 0.950 1.721  0.05
Cl -0.651 3.435 0.679  0.06
Cl -1.007 3.098 3.533  0.05
Cl 1.088 1.677 2.153  0.05
C 12.453 6.321 7.161  -0.22
Cl 11.143 5.840 8.253  0.06
Cl 12.263 8.029 6.728  0.05
Cl 14.014 6.085 7.968  0.06
Cl 12.390 5.329 5.693  0.05
C -12.544 -3.489 -5.650  -0.22
Cl -10.924 -2.978 -5.144  0.05
Cl -13.466 -4.017 -4.231  0.05
Cl -13.378 -2.131 -6.427  0.05
Cl -12.406 -4.833 -6.798  0.05

=====

Entry 4:
The following is a quantum chemistry calculation of a gas-phase ion, C11H8Cl4NO4 (charge -1) in a non-equilibrium geometry, from OMol25.

Output
charge: -1
SMILES: O=C([O-])[C@H]1CCC[N@@H+]1[C@@]1(Cl)C(=O)C(Cl)=C(Cl)C([O-])=C1Cl
multiplicity: 1
frontier orbital gap: 0.23684 Eh
energy above the lowest of the compared OMol25 structures with the same formula, charge and spin: 0.0000 eV
max |F|: 3.2 eV Å⁻¹
E_tot: -71306.442 eV

Each line ends with the natural charge from an NBO analysis.
CARTESIAN COORDINATES (ANGSTROEM)
Cl 3.230 -2.902 -2.447  0.08
C 1.870 -1.900 -2.278  -0.03
C 1.998 -0.525 -2.247  -0.18
Cl 3.461 0.280 -2.575  0.06
C 0.792 0.340 -2.010  0.53
O 0.846 1.535 -2.237  -0.53
C -0.483 -0.244 -1.264  0.07
Cl -1.916 0.434 -2.124  -0.06
C -0.394 -1.720 -1.141  -0.35
Cl -1.813 -2.524 -0.457  -0.06
C 0.619 -2.579 -1.754  0.43
O 0.486 -3.799 -1.843  -0.60
O 1.926 0.852 1.434  -0.82
C 1.372 -0.308 1.341  0.76
C -0.221 -0.094 1.361  -0.19
C -0.772 0.686 2.531  -0.41
C -1.679 1.737 1.950  -0.43
C -1.502 1.718 0.458  -0.22
N -0.430 0.681 0.102  -0.44
O 1.814 -1.430 1.270  -0.68
H -0.683 -1.070 1.242  0.24
H -1.352 -0.020 3.098  0.21
H 0.007 1.122 3.138  0.24
H -2.739 1.566 2.148  0.21
H -1.344 2.692 2.365  0.22
H -2.425 1.499 -0.083  0.23
H -1.066 2.654 0.102  0.21
H 0.397 1.321 -0.080  0.48

=====

What did the third record say?
The following is a quantum chemistry calculation of a molecular structure, C11H8Cl32IO6PS in a non-equilibrium geometry, from OMol25.

Output
multiplicity: 1
frontier orbital gap: 0.35738 Eh
max |F|: 4.0 eV Å⁻¹
E_tot: -452762.429 eV

Each line ends with the natural charge from an NBO analysis.
CARTESIAN COORDINATES (ANGSTROEM)
C 0.706 -1.096 -0.538  -0.65
C -0.301 -0.548 -1.646  -0.34
I 0.436 1.330 -2.521  0.09
C -0.330 -1.593 -2.831  -0.13
O -1.612 -2.270 -2.937  -0.69
S -1.946 -3.145 -1.562  1.72
O -2.499 -4.432 -2.060  -0.87
O -3.201 -2.412 -0.689  -0.94
P -4.188 -1.430 -1.618  2.45
O -3.702 -0.008 -1.761  -1.09
O -5.642 -1.376 -0.795  -0.96
O -4.513 -2.050 -3.119  -0.97
H 0.833 -2.198 -0.640  0.21
H 1.686 -0.610 -0.687  0.23
H 0.257 -0.891 0.456  0.23
H -1.280 -0.426 -1.135  0.26
H 0.529 -2.308 -2.819  0.20
H -0.227 -1.025 -3.789  0.23
H -6.339 -1.094 -1.404  0.51
H -4.122 -1.424 -3.751  0.53
C -7.705 -4.186 -4.120  -0.22
Cl -9.075 -4.614 -3.079  0.06
Cl -7.702 -2.432 -4.402  0.04
Cl -6.192 -4.657 -3.330  0.08
Cl -7.852 -5.033 -5.670  0.06
C 4.944 0.678 1.664  -0.22
Cl 4.342 -0.868 2.288  0.06
Cl 6.423 0.404 0.725  0.06
Cl 3.708 1.409 0.621  0.06
Cl 5.296 1.765 3.020  0.06
C 5.260 5.855 1.103  -0.22
Cl 6.418 5.708 2.438  0.05
Cl 3.818 6.720 1.664  0.05
Cl 6.006 6.753 -0.233  0.05
Cl 4.799 4.237 0.547  0.05
C -1.505 -7.900 -1.821  -0.22
Cl -1.546 -7.433 -0.111  0.05
Cl -0.931 -9.572 -1.964  0.05
Cl -3.134 -7.774 -2.507  0.06
Cl -0.408 -6.822 -2.701  0.05
C 6.760 6.234 6.811  -0.22
Cl 8.428 6.622 6.354  0.06
Cl 6.192 4.854 5.854  0.05
Cl 6.700 5.823 8.535  0.05
Cl 5.720 7.635 6.500  0.06
C -0.575 2.283 2.019  -0.22
Cl -1.708 0.950 1.721  0.05
Cl -0.651 3.435 0.679  0.06
Cl -1.007 3.098 3.533  0.05
Cl 1.088 1.677 2.153  0.05
C 12.453 6.321 7.161  -0.22
Cl 11.143 5.840 8.253  0.06
Cl 12.263 8.029 6.728  0.05
Cl 14.014 6.085 7.968  0.06
Cl 12.390 5.329 5.693  0.05
C -12.544 -3.489 -5.650  -0.22
Cl -10.924 -2.978 -5.144  0.05
Cl -13.466 -4.017 -4.231  0.05
Cl -13.378 -2.131 -6.427  0.05
Cl -12.406 -4.833 -6.798  0.05